[1]
Computed, not measured: a 3-piece molecular cluster, C23H46N3O12P2 overall at a distorted geometry, with the ωB97M-V functional and the def2-TZVPD basis.

```
86
Properties=species:S:1:pos:R:3:mulliken_charge:R:1
C -4.742 4.543 0.309 -1.011
C -3.993 4.279 -0.953 0.575
O -4.406 4.521 -2.029 -0.488
O -2.740 3.722 -0.802 -0.136
C -2.738 2.281 -0.892 -0.653
C -1.563 1.860 -1.737 -0.801
C -0.165 1.999 -1.076 -1.757
C -0.206 2.477 0.337 0.445
C -0.469 1.560 1.398 0.605
C -0.666 0.095 1.129 -0.107
C -1.639 -0.509 2.131 -0.356
O -2.762 -0.110 2.168 -0.473
N -0.542 1.928 2.651 -0.996
N -0.322 3.218 2.912 0.339
C -0.048 4.169 2.030 0.585
P 0.146 5.906 2.536 -0.141
P 1.381 5.891 4.343 0.830
O 2.147 7.121 4.322 -0.577
O 2.267 4.551 4.384 -0.469
O 0.340 5.768 5.552 -0.475
C -0.010 3.812 0.661 0.552
N 0.180 4.860 -0.260 -0.482
H -4.115 4.465 1.189 0.268
H -5.183 5.530 0.232 0.348
H -5.555 3.827 0.391 0.307
H -2.729 1.873 0.119 0.170
H -3.650 1.926 -1.368 0.584
H -1.723 0.828 -2.046 0.450
H -1.573 2.444 -2.651 0.441
H 0.424 1.089 -1.147 0.455
H 0.381 2.737 -1.651 0.346
H -1.127 -0.060 0.160 0.183
H 0.301 -0.402 1.177 0.411
H -1.310 -1.327 2.780 0.469
H -0.420 3.461 3.886 0.231
H 1.109 6.306 1.612 0.156
H 1.987 3.885 5.022 0.328
H 0.372 4.925 6.019 0.326
H -0.661 5.059 -0.790 0.229
H 0.966 4.713 -0.877 0.256
C -0.098 -5.347 1.001 -0.837
O -0.248 -4.825 2.304 -0.279
C -1.571 -4.868 2.810 -0.317
C -1.650 -5.442 4.208 -0.365
O -1.345 -6.815 4.310 -0.424
C 0.003 -7.243 4.210 -0.273
C 0.890 -6.875 5.376 -0.545
O 1.182 -5.487 5.418 -0.292
C 1.162 -4.924 6.710 -0.781
H -0.427 -4.628 0.240 0.287
H 0.960 -5.555 0.850 0.256
H -0.655 -6.279 0.876 0.384
H -2.223 -5.446 2.147 0.378
H -1.955 -3.838 2.850 0.187
H -2.698 -5.366 4.510 0.411
H -1.069 -4.842 4.913 0.105
H 0.454 -6.935 3.264 0.097
H -0.061 -8.333 4.200 0.391
H 1.831 -7.427 5.263 0.380
H 0.415 -7.200 6.308 0.344
H 0.327 -5.309 7.305 0.369
H 1.034 -3.847 6.597 0.220
H 2.100 -5.112 7.244 0.316
C 0.426 -1.577 -7.501 -0.790
O 1.173 -0.393 -7.322 -0.319
C 0.412 0.741 -6.961 -0.616
C 1.023 1.507 -5.809 -0.329
O 1.019 0.835 -4.556 -0.266
C 1.893 -0.268 -4.362 -0.322
C 3.371 0.055 -4.344 -0.608
O 3.860 0.391 -5.623 -0.294
C 4.784 1.458 -5.652 -0.773
H -0.076 -1.590 -8.473 0.314
H 1.122 -2.413 -7.457 0.243
H -0.321 -1.704 -6.709 0.359
H -0.613 0.455 -6.702 0.338
H 0.366 1.422 -7.820 0.399
H 0.392 2.386 -5.653 0.404
H 2.020 1.871 -6.063 0.124
H 1.680 -1.073 -5.067 0.098
H 1.642 -0.639 -3.364 0.427
H 3.897 -0.842 -3.990 0.401
H 3.559 0.864 -3.627 0.326
H 4.483 2.266 -4.977 0.347
H 4.802 1.847 -6.668 0.240
H 5.790 1.121 -5.385 0.313
```

Properties
* ΔE to the lowest compared entry with this formula, charge and spin: 0.0 kcal/mol
* total charge: +1
* gap between HOMO and LUMO: 6.235 eV
* HOMO: -10.80 eV
* LUMO: -4.57 eV


[2]
Computed, not measured: a 5-piece molecular cluster, C23H47N4O9 overall at a distorted geometry, with the ωB97M-V functional and the def2-TZVPD basis.

```
83
Properties=species:S:1:pos:R:3:mulliken_charge:R:1
C -1.064 5.029 2.151 -0.915
C -0.824 3.385 2.348 0.229
O -1.012 2.863 3.563 -0.530
N -0.358 2.644 1.116 0.424
C -1.408 1.737 0.527 -0.265
C 0.992 1.999 1.274 -0.069
C 1.013 0.364 1.297 -0.671
N 1.217 -0.267 -0.096 -0.142
C 2.226 0.533 -0.905 0.281
N 2.465 0.361 -2.267 -0.306
N 3.063 1.654 -0.253 -0.355
C 1.989 2.683 0.144 -0.595
H -1.826 5.202 1.275 0.240
H -1.366 5.568 3.148 0.325
H -0.011 5.432 1.758 0.280
H -2.390 2.400 0.378 -0.275
H -1.735 0.893 1.306 0.310
H -1.107 1.290 -0.517 0.128
H 1.421 2.357 2.328 0.412
H 0.125 -0.139 1.894 0.358
H 1.996 0.054 1.900 0.299
H 0.305 -0.370 -0.593 0.378
H 1.672 0.577 -2.909 0.250
H 3.391 0.084 -2.662 0.213
H 3.621 2.146 -1.014 0.361
H 1.328 2.856 -0.818 0.279
H 2.484 3.678 0.552 0.324
O 5.352 -1.052 -3.704 -0.641
C 4.838 -2.074 -4.156 0.675
O 4.035 -2.011 -5.241 -0.361
C 3.530 -3.158 -5.951 -0.389
C 2.270 -3.688 -5.296 -0.917
C 5.016 -3.390 -3.457 -0.732
H 4.303 -3.924 -6.062 0.376
H 3.290 -2.814 -6.963 0.317
H 2.459 -4.028 -4.274 0.267
H 1.860 -4.525 -5.869 0.352
H 1.512 -2.900 -5.232 0.277
H 4.303 -3.459 -2.634 0.203
H 6.035 -3.435 -3.059 0.264
H 4.908 -4.253 -4.111 0.317
O 5.350 -7.979 -0.929 -0.578
C 5.738 -7.059 -0.212 0.696
O 5.976 -5.837 -0.738 -0.326
C 6.259 -4.655 0.036 -0.280
C 7.733 -4.575 0.380 -1.035
C 6.044 -7.299 1.238 -0.886
H 5.615 -4.599 0.918 0.348
H 5.992 -3.801 -0.596 0.234
H 8.050 -5.419 0.997 0.290
H 7.953 -3.650 0.921 0.370
H 8.341 -4.604 -0.531 0.306
H 7.046 -7.721 1.328 0.247
H 5.313 -8.013 1.632 0.302
H 5.963 -6.408 1.858 0.318
O -4.633 0.665 -1.549 -0.602
C -5.292 1.696 -1.428 0.583
O -6.282 1.980 -2.303 -0.360
C -7.224 3.059 -2.150 -0.355
C -6.650 4.357 -2.685 -0.899
C -4.950 2.699 -0.366 -0.604
H -7.563 3.142 -1.113 0.349
H -8.105 2.787 -2.741 0.306
H -5.756 4.659 -2.134 0.250
H -7.387 5.162 -2.616 0.350
H -6.352 4.240 -3.732 0.294
H -4.131 3.329 -0.717 0.180
H -4.633 2.158 0.532 0.209
H -5.789 3.323 -0.063 0.338
O -7.150 0.162 3.550 -0.584
C -6.534 1.084 4.081 0.693
O -5.248 1.329 3.746 -0.353
C -4.498 2.483 4.172 0.124
C -3.890 2.257 5.542 -1.035
C -7.168 1.893 5.175 -0.889
H -5.109 3.389 4.124 0.351
H -3.694 2.615 3.440 -0.188
H -4.658 2.101 6.303 0.355
H -3.277 3.113 5.838 0.344
H -3.263 1.359 5.538 0.278
H -7.072 1.356 6.120 0.251
H -8.229 2.024 4.938 0.305
H -6.754 2.895 5.278 0.331
```

Properties
* ΔE to the lowest compared entry with this formula, charge and spin: 114.6 kcal/mol
* total charge: +1
* gap between HOMO and LUMO: 6.889 eV
* HOMO: -11.70 eV
* LUMO: -4.82 eV


[3]
Computed, not measured: C23H48Br3F3N6O8 as an isolated structure at a distorted geometry, with the ωB97M-V functional and the def2-TZVPD basis.

```
91
Properties=species:S:1:pos:R:3:mulliken_charge:R:1
C 8.262 3.583 2.749 -1.015
C 7.759 2.643 3.783 0.813
O 6.667 2.802 4.339 -0.699
N 8.381 1.557 4.050 -0.243
C 7.980 0.467 5.080 -0.754
H 8.801 4.492 3.015 0.269
H 7.445 3.942 2.123 0.276
H 8.948 3.058 2.084 0.286
H 9.337 1.560 3.723 0.210
H 6.927 0.534 5.350 0.297
H 8.610 0.703 5.938 0.294
H 8.130 -0.533 4.674 0.268
C -6.986 0.605 -3.913 -0.982
C -8.323 -0.039 -4.178 0.637
O -9.187 0.610 -4.791 -0.631
N -8.396 -1.340 -3.811 -0.168
C -9.620 -2.048 -3.989 -0.882
H -7.204 1.207 -3.030 0.256
H -6.805 1.303 -4.731 0.280
H -6.087 0.010 -3.751 0.325
H -7.715 -1.670 -3.143 0.261
H -9.642 -2.531 -4.965 0.242
H -10.513 -1.461 -3.771 0.299
H -9.631 -2.808 -3.207 0.363
C -8.424 -0.455 6.565 -1.188
C -7.323 0.111 5.635 0.741
O -6.280 0.565 6.054 -0.628
N -7.614 -0.079 4.339 -0.194
C -6.673 0.226 3.315 -0.832
H -8.109 -0.728 7.573 0.313
H -8.746 -1.404 6.135 0.343
H -9.381 0.066 6.552 0.327
H -8.599 -0.176 4.138 0.238
H -7.191 0.909 2.642 0.286
H -6.526 -0.704 2.765 0.288
H -5.689 0.431 3.737 0.305
C -2.548 -2.761 7.513 -0.986
C -1.309 -2.038 7.038 0.677
O -0.398 -2.640 6.466 -0.634
N -1.162 -0.695 7.338 -0.239
C -0.036 0.065 6.817 -0.855
H -2.228 -3.724 7.912 0.290
H -3.176 -3.078 6.680 0.260
H -3.077 -2.194 8.279 0.319
H -2.069 -0.259 7.428 0.252
H 0.247 0.861 7.506 0.294
H -0.270 0.463 5.830 0.292
H 0.856 -0.498 6.540 0.330
C -2.212 -5.236 -1.597 -0.945
C -3.459 -5.401 -0.786 0.628
O -4.472 -4.991 -1.267 -0.623
N -3.441 -5.965 0.401 -0.198
C -4.616 -6.517 1.144 -0.849
H -1.259 -5.434 -1.107 0.321
H -2.018 -4.221 -1.942 0.290
H -2.400 -5.927 -2.419 0.226
H -2.515 -6.024 0.801 0.247
H -4.999 -7.440 0.707 0.285
H -5.558 -5.982 1.023 0.300
H -4.281 -6.819 2.136 0.319
C 12.353 -1.665 -2.180 -1.062
C 11.094 -1.366 -1.386 0.659
O 11.073 -1.439 -0.173 -0.605
N 10.082 -0.926 -2.130 -0.210
C 8.667 -0.949 -1.668 -0.795
H 12.059 -2.550 -2.745 0.274
H 13.317 -1.710 -1.674 0.314
H 12.572 -0.902 -2.928 0.330
H 10.253 -0.410 -2.981 0.246
H 7.865 -0.803 -2.391 0.335
H 8.533 -0.329 -0.782 0.256
H 8.537 -2.000 -1.407 0.256
C -0.085 5.373 -6.573 -1.119
C 1.251 5.531 -7.263 -0.207
O 0.942 5.673 -8.630 -0.200
C 1.846 6.189 -9.570 0.319
O 2.950 6.738 -9.267 -0.535
C 1.376 6.200 -10.996 0.866
F 1.989 5.227 -11.651 -0.216
F 0.025 6.056 -11.014 -0.233
F 1.645 7.429 -11.572 -0.238
H -0.510 6.371 -6.463 0.301
H -0.042 5.136 -5.511 0.379
H -0.797 4.702 -7.054 0.301
H 1.937 4.714 -7.042 0.286
H 1.708 6.491 -7.024 0.297
C 1.925 0.925 0.229 -0.314
Br 2.394 -1.007 0.318 -0.009
Br -0.045 0.938 -0.136 -0.047
Br 2.914 2.013 -1.060 -0.005
H 1.988 1.400 1.208 0.374
```

Properties
* ΔE to the lowest compared entry with this formula, charge and spin: 96.0 kcal/mol
* gap between HOMO and LUMO: 8.705 eV
* HOMO: -9.19 eV
* LUMO: -0.49 eV


[4]
Computed, not measured: a 2-piece molecular cluster, C23H48ClIN5O5P overall, with the ωB97M-V functional and the def2-TZVPD basis.

```
84
Properties=species:S:1:pos:R:3:mulliken_charge:R:1
C -1.263 -0.910 -2.944 -0.985
C -1.904 -2.106 -2.259 0.096
O -1.180 -3.321 -2.485 -0.621
C -2.153 -1.951 -0.767 -0.600
O -0.978 -1.862 0.051 -0.333
C -0.477 -3.078 0.495 -0.892
N -0.921 -3.355 1.917 0.425
P -2.541 -2.694 2.271 0.091
O -2.500 -2.671 3.901 -0.485
Cl -3.708 -4.415 2.110 -0.270
C -0.519 -4.569 2.357 -0.365
N -1.017 -5.094 3.508 -0.131
N 0.394 -5.300 1.608 0.635
C -0.177 -6.470 0.911 -1.324
C 0.604 -7.762 1.088 -0.353
C 0.080 -8.835 0.126 -1.110
I 0.564 -8.431 3.123 0.067
C 1.422 -4.559 0.871 -1.181
C 1.061 -3.107 0.533 1.067
O 1.460 -2.241 1.596 -0.537
C 1.698 -2.627 -0.783 0.368
C 3.036 -1.889 -0.622 -1.396
C 2.832 -0.413 -0.267 -0.539
C 2.237 0.412 -1.428 -0.916
N 1.065 1.204 -1.078 -0.161
H -1.562 -0.860 -3.991 0.391
H -0.174 -0.951 -2.908 0.016
H -1.571 0.025 -2.476 0.317
H -2.906 -2.247 -2.687 0.500
H -0.375 -3.117 -2.976 0.361
H -2.777 -2.784 -0.429 0.368
H -2.717 -1.032 -0.593 0.452
H -0.850 -3.890 -0.137 0.514
H -1.906 -1.962 4.194 0.346
H -0.982 -4.586 4.375 0.228
H -1.403 -6.023 3.532 0.147
H -0.194 -6.258 -0.168 0.370
H -1.219 -6.606 1.213 0.853
H 1.657 -7.556 0.901 0.462
H 0.740 -8.920 -0.739 0.317
H 0.021 -9.819 0.586 0.392
H -0.922 -8.580 -0.225 0.325
H 1.664 -5.126 -0.028 0.550
H 2.334 -4.544 1.482 0.153
H 1.942 -2.739 2.263 0.473
H 0.985 -1.970 -1.280 -0.934
H 1.837 -3.493 -1.439 0.826
H 3.659 -2.385 0.127 0.419
H 3.577 -1.961 -1.571 0.394
H 2.149 -0.356 0.579 0.377
H 3.774 0.032 0.067 0.459
H 2.996 1.089 -1.826 0.407
H 1.954 -0.262 -2.243 0.308
H 0.370 0.605 -0.644 0.001
H 1.303 1.931 -0.407 0.212
C -1.835 4.806 -1.368 -1.689
C -0.458 5.489 -1.286 1.600
C -0.593 6.965 -1.679 -1.496
C -1.322 7.840 -0.654 -0.612
C -1.148 7.334 0.785 -1.365
C 0.097 6.476 1.004 1.692
N 0.050 5.328 0.094 0.566
O 1.038 4.451 0.276 -0.803
C 0.059 5.920 2.429 -1.965
C 1.389 7.292 0.841 -1.699
C 0.481 4.809 -2.272 -1.496
H -1.729 3.755 -1.094 0.302
H -2.243 4.866 -2.382 0.357
H -2.544 5.269 -0.680 0.376
H 0.409 7.360 -1.856 0.305
H -1.105 7.010 -2.645 0.614
H -0.949 8.863 -0.740 0.356
H -2.388 7.890 -0.890 0.338
H -1.112 8.177 1.479 0.535
H -2.015 6.734 1.077 0.312
H -0.800 5.258 2.546 0.417
H -0.025 6.742 3.146 0.410
H 0.963 5.353 2.638 0.390
H 1.410 8.107 1.571 0.407
H 1.483 7.727 -0.154 0.340
H 2.246 6.641 1.011 0.363
H 0.061 4.916 -3.277 0.380
H 0.589 3.751 -2.048 0.099
H 1.473 5.261 -2.259 0.414
```

Properties
* gap between HOMO and LUMO: 1.519 eV
* HOMO: -3.36 eV
* LUMO: -1.84 eV


[5]
Computed, not measured: C23H48N4O4PZr as an isolated structure, with the ωB97M-V functional and the def2-TZVPD basis.

```
81
Properties=species:S:1:pos:R:3:nbo_charge:R:1
Zr -0.728 0.920 -1.194 2.470
C 0.077 -3.124 -1.061 -0.626
C 0.401 -1.673 -1.407 -0.057
C 1.843 -1.588 -1.984 -0.459
C 2.997 -0.975 -1.136 0.176
C 2.984 -1.416 0.315 -0.660
C 4.312 -1.396 -1.797 -0.648
N 3.002 0.594 -1.243 -0.564
C 2.955 1.545 -0.066 -0.244
C 1.669 1.768 0.738 -0.255
N 0.452 2.302 0.049 -0.596
C 0.664 3.481 -0.860 -0.348
C -0.422 3.612 -1.953 0.778
O -0.407 4.463 -2.761 -0.412
O -1.386 2.598 -1.905 -0.892
C -0.721 2.609 1.017 -0.038
C -0.249 3.225 2.324 -0.643
C -1.623 1.338 1.268 -0.570
C -3.038 1.154 0.576 0.186
C -3.928 0.322 1.495 -0.646
C -3.723 2.475 0.261 -0.654
N -2.836 0.386 -0.750 -0.785
C -2.757 -1.113 -0.728 -0.263
C -2.112 -1.613 -2.033 -0.236
N -0.733 -1.040 -2.256 -0.580
C -0.431 -0.756 -3.687 -0.352
C 0.579 0.390 -3.802 0.782
O 1.204 0.679 -4.759 -0.440
O 0.728 1.024 -2.585 -0.955
H 0.912 -3.544 -0.503 0.251
H -0.040 -3.714 -1.972 0.250
H -0.807 -3.236 -0.439 0.226
H 0.391 -1.133 -0.425 0.192
H 1.896 -1.169 -2.985 0.247
H 2.163 -2.622 -2.130 0.270
H 3.079 -2.502 0.331 0.261
H 2.068 -1.156 0.843 0.209
H 3.840 -1.025 0.863 0.247
H 4.427 -2.477 -1.741 0.263
H 5.163 -0.951 -1.281 0.241
H 4.343 -1.110 -2.850 0.241
H 3.883 0.815 -1.713 0.453
H 2.258 0.872 -1.917 0.468
H 3.326 2.491 -0.461 0.250
H 3.698 1.199 0.652 0.263
H 1.972 2.485 1.505 0.262
H 1.375 0.848 1.255 0.241
H 1.602 3.382 -1.403 0.260
H 0.693 4.416 -0.294 0.272
H -1.316 3.354 0.488 0.255
H 0.234 2.501 2.980 0.226
H -1.121 3.616 2.849 0.268
H 0.425 4.065 2.157 0.246
H -1.824 1.320 2.341 0.314
H -1.032 0.395 1.161 0.235
H -4.184 0.914 2.374 0.259
H -3.449 -0.592 1.836 0.223
H -4.860 0.068 0.991 0.247
H -3.706 3.112 1.146 0.252
H -4.772 2.297 0.021 0.259
H -3.272 3.016 -0.570 0.247
H -3.566 0.674 -1.402 0.441
H -3.753 -1.555 -0.651 0.272
H -2.175 -1.426 0.146 0.238
H -2.726 -1.293 -2.877 0.246
H -2.096 -2.701 -2.050 0.259
H -1.349 -0.431 -4.184 0.277
H -0.054 -1.627 -4.229 0.273
C 0.705 -3.391 2.507 -0.935
P -0.083 -1.745 2.435 0.734
C 0.840 -0.836 3.727 -0.941
C -1.650 -2.102 3.306 -0.940
H 0.738 -3.752 3.537 0.260
H 1.727 -3.363 2.132 0.233
H 0.141 -4.113 1.918 0.247
H 0.878 -1.403 4.659 0.265
H 0.361 0.122 3.941 0.231
H 1.868 -0.645 3.414 0.233
H -1.461 -2.671 4.218 0.264
H -2.326 -2.689 2.681 0.242
H -2.153 -1.178 3.594 0.234
```

Properties
* total charge: +3
* gap between HOMO and LUMO: 7.310 eV
* HOMO: -17.08 eV
* LUMO: -9.77 eV


Q: Which value of gap between HOMO and LUMO does entry 2 give?
A: 6.889 eV